Formula: C27H33BNO3PS5V
Source: OMol25
Level of theory: ωB97M-V/def2-TZVPD

## Properties
multiplicity	3
charge	+1
orbital gap (alpha / beta)	7.1 / 7.9	eV
energy above the lowest of the compared OMol25 structures with the same formula, charge and spin	41.9	kcal/mol
LUMO (alpha / beta)	-0.1532 / -0.1246	Ha
HOMO level (alpha / beta)	-11.2888 / -11.3268	eV

Atoms and positions in Å:
C: -1.6943 -2.9186 0.1337
H: -2.7839 -2.2357 1.8814
H: -2.6142 2.7827 -3.3622
C: 1.4203 -1.9238 -2.5247
C: 3.3508 2.3163 -5.3661
H: 6.5726 -2.2525 -1.7384
C: -2.5783 -0.9906 -1.8118
C: -3.3459 0.8559 1.2546
C: 2.4997 0.6817 -3.2987
C: 6.0683 -1.2942 0.1045
H: 2.7840 -0.9438 -4.6804
H: -0.2940 -5.1925 -3.6225
C: -0.3133 0.4584 3.3283
C: 3.0117 2.8723 -4.1413
H: -0.5351 1.1341 4.1583
H: 2.2899 2.4857 -2.1499
O: 2.0463 1.5222 0.2607
H: -2.9792 -0.1657 1.2928
C: 2.5752 2.0608 -3.1079
H: -2.1221 -3.8729 2.0084
C: 3.6263 -0.7176 -1.1135
C: 3.8951 -0.3192 0.1899
H: -0.8254 -3.0800 -4.7752
H: 3.0863 3.9391 -3.9937
H: -2.6172 1.8534 3.0271
H: 2.4070 -3.1190 -1.0365
C: -2.3996 1.8145 1.9592
H: 3.5165 0.5175 -6.5159
S: -0.4457 -2.2292 2.5019
H: -2.5795 -3.2685 -0.3954
H: 0.2584 -0.9685 -4.0572
H: -1.0307 -1.1384 4.5392
C: -1.9341 -2.8671 1.6313
H: -2.1558 -0.6907 3.2488
H: -4.3363 0.9203 1.7104
C: 1.7062 -3.1152 -1.8622
H: 1.3171 -5.2146 -1.7572
C: -0.1208 -3.0843 -3.9572
N: -0.3670 1.4233 -1.4355
H: -4.5683 -0.2270 -2.0409
H: -0.8503 -3.5691 -0.0930
H: 4.4301 -1.7323 -2.8318
C: 3.2612 0.9467 -5.5589
C: -1.1047 -0.8290 3.4947
S: 2.5252 0.3789 1.0855
S: -3.5411 1.2695 -0.5251
H: -1.4231 4.1721 -2.7437
C: 5.8210 -1.6963 -1.2001
O: 1.5039 -0.6808 0.9760
C: 0.4872 -1.9061 -3.5626
H: -2.7720 -1.9467 -2.2980
H: 0.7607 0.2565 3.3252
O: 2.8854 0.7204 2.4212
C: 5.0983 -0.5963 0.8070
V: 0.5369 0.4746 -0.2813
C: -0.8684 2.1501 -2.2159
C: 1.0904 -4.2887 -2.2638
S: -0.6052 1.4420 1.8165
H: 3.6868 2.9489 -6.1724
H: 5.2415 -0.2777 1.8287
S: -1.2741 -1.2537 -0.5422
H: -4.2994 -1.0223 -0.4735
H: -2.5043 2.8177 1.5448
H: 7.0057 -1.5365 0.5812
P: 2.0124 -0.3418 -1.8814
B: -1.4673 3.0809 -3.2195
C: 2.8474 0.1247 -4.5271
C: 0.1791 -4.2740 -3.3085
C: 4.6144 -1.4060 -1.8171
C: -3.8483 -0.3878 -1.2376
H: -2.1231 -0.2964 -2.5200
H: -0.8492 3.0076 -4.2348

Atom charges from the Löwdin analysis, given in e for atoms 1 to 8: atom 1 (C): -0.43, atom 2 (H): 0.07, atom 3 (H): 0.03, atom 4 (C): -0.37, atom 5 (C): -0.05, atom 6 (H): 0.12, atom 7 (C): -0.46, atom 8 (C): -0.52